Molecular formula: CH12Na6O9
Method: DFT, wB97M-V/def2-TZVPD

HOMO ... -14.314 eV
LUMO level ... -11.569 eV
Total energy ... -1694.786109 Ha
Net charge ... +4
Frontier orbital gap ... 2.745 eV

Structure (XYZ):
```
28
Properties=species:S:1:pos:R:3:mulliken_charge:R:1
Na -6.67957 0.80508 0.44735 0.980
Na -4.24475 -1.36492 -4.60295 0.725
Na 1.04314 -1.50654 -6.65844 0.897
Na 4.50037 -1.24920 -1.87566 0.986
Na -4.83498 -4.53994 0.03161 0.859
Na 0.85550 -5.42301 -2.26374 0.791
C -0.76442 -0.39341 -0.80849 0.670
O -1.98342 -0.56150 -0.73618 -0.684
O -0.10760 0.15554 0.12403 -0.583
O -0.15624 -0.90530 -1.71533 -0.654
O -3.09003 -0.48566 4.13324 -0.573
H -4.01141 -0.64816 3.93105 0.262
H -2.68574 -0.30775 3.28404 0.315
O 0.29775 3.16607 4.31546 -0.613
H 1.22524 3.26971 4.52819 0.321
H 0.28433 2.52097 3.60842 0.292
O 0.42248 -3.85328 2.77680 -0.575
H 0.47089 -3.09530 2.19426 0.318
H 0.01392 -4.53763 2.24673 0.261
O 4.47923 -0.25663 2.88058 -0.642
H 3.61885 0.06910 2.61621 0.306
H 4.58518 0.04915 3.78142 0.336
O -0.32386 2.91485 -5.76385 -0.585
H -0.97851 2.43251 -6.26884 0.286
H -0.23073 2.41537 -4.95262 0.304
O 3.09972 3.62974 -1.88824 -0.652
H 2.75092 4.51188 -2.01628 0.336
H 2.44376 3.18827 -1.34874 0.317
```

---

Molecular formula: C23H30BCl57FGaIO2
Method: DFT, wB97M-V/def2-TZVPD

HOMO ... -5.743 eV
LUMO level ... 1.203 eV
Total energy ... -29622.912736 Ha
Net charge ... -1
Frontier orbital gap ... 6.946 eV

Structure (XYZ):
```
116
Properties=species:S:1:pos:R:3:mulliken_charge:R:1
C 5.01779 -0.71109 5.95365 -1.037
C 3.85760 -0.56851 4.92299 0.198
C 3.58321 0.95697 4.67236 -0.475
I 4.23777 1.45351 2.67805 -0.070
Ga 1.60650 1.45480 4.87682 -0.082
F 0.82887 1.33894 3.17462 -0.517
C 0.61019 0.26871 6.21670 -0.299
B -0.47852 -0.58431 5.49511 0.515
O -0.68226 -2.15178 5.64201 -0.176
O -1.35304 0.06355 4.66314 -0.452
H 4.87798 -1.65992 6.49145 0.346
H 4.98060 0.07526 6.71660 0.153
H 5.98843 -0.67069 5.44992 0.275
H 4.16495 -1.06452 3.99750 0.468
H 2.97799 -1.05497 5.36819 -0.450
H 4.18835 1.52258 5.37898 0.428
H 1.49327 2.97773 5.35059 -0.303
H 1.31645 -0.35524 6.85822 -0.127
H 0.06919 0.92290 6.91749 0.499
H 0.17011 -2.54024 5.39740 0.291
H -1.62977 -0.52475 3.94950 0.100
C -0.29628 -2.20132 7.66796 0.695
Cl -1.81662 -2.48316 8.55364 -0.197
Cl 0.83845 -1.27089 8.68712 -0.206
Cl 0.48269 -3.78640 7.25141 -0.278
H -0.59273 -1.52443 6.50512 -0.327
C 4.23300 2.46572 9.67488 -0.076
Cl 3.55075 3.96288 10.32327 -0.141
Cl 2.95079 1.31554 9.29182 -0.009
Cl 5.24058 2.80812 8.26951 -0.113
H 4.86149 2.02644 10.43844 0.321
C -3.81712 -3.12268 2.77538 -0.170
Cl -4.35375 -3.80544 1.23109 -0.198
Cl -3.99212 -4.28208 4.08360 0.070
Cl -2.13105 -2.59720 2.68287 -0.067
H -4.43598 -2.26258 2.99857 0.362
C -6.50075 -7.04809 2.84886 0.278
Cl -7.63847 -8.08794 1.99484 -0.115
Cl -7.31416 -5.87398 3.90644 -0.142
Cl -5.34718 -7.99582 3.78660 -0.100
H -5.94039 -6.49652 2.10400 0.067
C -3.68812 -2.37847 -1.26423 0.521
Cl -4.56271 -1.07711 -2.07846 -0.121
Cl -4.17128 -3.96026 -1.88831 -0.162
Cl -1.94906 -2.13445 -1.44512 -0.101
H -3.93209 -2.34629 -0.20716 -0.122
C 0.01148 -2.18753 -4.62551 0.566
Cl -0.77325 -0.86945 -5.49497 -0.089
Cl -0.49028 -3.75101 -5.27924 -0.093
Cl 1.76678 -2.02116 -4.69332 -0.136
H -0.29543 -2.14017 -3.58901 -0.226
C 0.68714 1.61236 0.19931 0.802
Cl 1.81519 0.74714 -0.85813 -0.120
Cl 0.72548 3.33764 -0.16765 -0.075
Cl -0.94940 0.97007 0.01654 -0.101
H 0.99581 1.47520 1.23778 -0.369
C 4.98312 2.95573 -2.52285 -0.254
Cl 6.68867 3.40287 -2.66612 -0.113
Cl 4.53898 2.70284 -0.83994 0.064
Cl 3.95510 4.19307 -3.26188 -0.046
H 4.82940 2.02724 -3.05790 0.333
C -3.68856 2.45248 -4.51327 0.029
Cl -5.19897 1.54261 -4.63478 -0.141
Cl -3.96134 4.01496 -3.73588 -0.126
Cl -2.48203 1.52386 -3.62995 0.042
H -3.31804 2.63252 -5.51448 0.214
C -0.47015 6.05093 -4.39561 -0.153
Cl -0.79408 5.04370 -5.81559 -0.078
Cl -0.35298 5.06181 -2.94965 -0.004
Cl 1.00698 6.98829 -4.63126 -0.075
H -1.29592 6.73970 -4.27152 0.313
C 0.20206 -6.35754 -8.13071 0.274
Cl -0.36240 -6.42991 -9.80265 -0.129
Cl 0.15574 -7.95867 -7.38806 -0.130
Cl 1.82589 -5.67700 -8.04840 -0.113
H -0.46420 -5.70819 -7.57714 0.087
C -3.69960 -5.89407 8.37937 0.201
Cl -4.73075 -4.54068 8.84335 -0.134
Cl -3.87295 -7.23047 9.52051 -0.138
Cl -4.06546 -6.41148 6.73130 -0.060
H -2.66897 -5.55957 8.40025 0.104
C 0.21842 -6.04308 4.78578 0.010
Cl -0.63277 -4.77246 3.90294 0.042
Cl -0.07929 -7.62019 4.04342 -0.156
Cl 1.95085 -5.71137 4.87748 -0.113
H -0.16775 -6.06702 5.79717 0.154
C 5.32481 6.70480 -0.86358 0.938
Cl 7.03094 7.15982 -0.97407 -0.152
Cl 4.85479 6.46268 0.81607 -0.119
Cl 4.30550 7.92646 -1.63240 -0.099
H 5.18895 5.76987 -1.39182 -0.588
C 0.82586 3.67248 -9.00707 0.366
Cl 0.26735 3.59311 -10.67938 -0.103
Cl 0.79198 2.07064 -8.26667 -0.061
Cl 2.44758 4.35925 -8.92691 -0.107
H 0.15529 4.31862 -8.45416 -0.086
C 5.26534 10.55108 -4.65920 -0.072
Cl 3.84981 9.49817 -4.74833 -0.042
Cl 4.85841 12.07595 -3.86597 -0.128
Cl 6.59487 9.74959 -3.82411 -0.077
H 5.58498 10.77083 -5.66938 0.330
C 3.54850 0.60935 -10.78015 0.637
Cl 2.98950 0.53153 -12.45492 -0.132
Cl 3.51274 -0.99184 -10.03840 -0.119
Cl 5.17294 1.29622 -10.69939 -0.130
H 2.87771 1.25672 -10.22716 -0.263
C -11.39709 -8.16027 4.64898 -0.041
Cl -12.13631 -8.41940 3.06420 -0.135
Cl -11.21821 -9.69349 5.50879 -0.132
Cl -9.84024 -7.34861 4.48424 -0.005
H -12.05449 -7.52426 5.22750 0.307
C -1.31778 6.91164 -11.88798 0.060
Cl 0.42214 7.19598 -11.96485 -0.105
Cl -1.85178 6.75040 -10.21197 -0.094
Cl -2.19721 8.21187 -12.69621 -0.138
H -1.53396 5.98467 -12.40341 0.273
```

---

Molecular formula: C2H3N8S
Method: DFT, wB97M-V/def2-TZVPD

HOMO ... -4.504 eV
LUMO level ... 3.377 eV
Total energy ... -914.142055 Ha
Net charge ... -1
Frontier orbital gap ... 7.881 eV

Structure (XYZ):
```
14
Properties=species:S:1:pos:R:3:mulliken_charge:R:1
C -1.49845 -1.95237 -1.04728 0.713
C -0.13874 0.59256 0.37571 -0.835
N -0.07042 -2.99095 -2.14372 -0.613
N -0.46373 -1.77057 -1.84354 -0.116
N -1.76650 -3.27289 -0.80876 -0.459
N -0.83528 -3.88262 -1.50572 -0.336
N -1.76705 0.87336 -2.51644 0.936
N -1.19763 1.38657 -1.61142 -0.754
N -2.38538 0.33802 -3.27357 -0.475
N -1.35739 0.85049 -0.35408 0.118
S -2.34158 -0.60383 -0.20300 -0.186
H 0.51913 1.34106 0.31999 0.364
H -0.41104 0.45227 1.33075 0.348
H 0.33209 -0.37637 0.00279 0.296
```

---

Molecular formula: C3H11N2O
Method: DFT, wB97M-V/def2-TZVPD

HOMO ... -14.610 eV
LUMO level ... -3.408 eV
Total energy ... -305.409669 Ha
Net charge ... +1
Frontier orbital gap ... 11.202 eV

Structure (XYZ):
```
17
Properties=species:S:1:pos:R:3:mulliken_charge:R:1
C 0.08819 2.57972 0.50616 -1.184
C -0.50837 1.18598 0.71675 -0.285
N 0.91054 -2.11018 0.48513 -0.325
C 0.06864 -1.10802 0.42893 0.197
N 0.49819 0.13678 0.44818 -0.149
H 0.92675 2.58744 1.24858 0.336
H 0.42298 2.69993 -0.53760 0.331
H -0.67421 3.34296 0.77004 0.342
H -0.93859 1.01396 1.82623 0.303
H -1.38695 0.98467 0.05272 0.309
H 1.89132 -2.00801 0.13175 0.253
H 0.60155 -2.94665 0.89236 0.249
H -1.03587 -1.31230 0.45196 0.296
H 1.51348 0.38920 0.45207 0.297
H -1.69233 -0.46600 -2.49630 0.299
H -0.32685 -0.94006 -2.79154 0.272
O -0.88165 -0.68469 -2.05556 -0.541
```

---

Molecular formula: CH3O3S2
Method: DFT, wB97M-V/def2-TZVPD

HOMO ... -4.404 eV
LUMO level ... 3.409 eV
Total energy ... -1062.012084 Ha
Net charge ... -1
Frontier orbital gap ... 7.812 eV

Structure (XYZ):
```
9
Properties=species:S:1:pos:R:3:mulliken_charge:R:1
C -0.61910 1.46034 -0.34677 -0.155
O -1.46841 -0.91654 1.34743 -0.608
O 0.62626 -2.30149 0.64144 -0.551
O 0.79725 0.13857 1.55756 -0.590
S -0.61444 3.05639 -0.10650 -0.309
S -0.07140 -1.07616 1.81946 0.512
H -0.66063 1.03278 -1.34753 0.242
H -0.81240 0.80265 0.54195 0.184
H 0.30966 -1.97608 -0.21725 0.275
```

---

Molecular formula: C26H32ClMnO4
Method: DFT, wB97M-V/def2-TZVPD

HOMO (alpha / beta) ... -2.618 / -4.708 eV
LUMO level (alpha / beta) ... 2.430 / 2.424 eV
Spin multiplicity ... 6
Total energy ... -2921.967197 Ha
Net charge ... -1
Frontier orbital gap (alpha / beta) ... 5.048 / 7.132 eV

Structure (XYZ):
```
64
Properties=species:S:1:pos:R:3:lowdin_spin:R:1
O -0.89532 1.84044 -3.41230 0.000
C 0.34392 2.61516 -3.68395 0.000
C -0.44811 3.92580 -3.50393 0.000
H 0.78341 2.36385 -4.67231 0.000
H 1.11714 2.48641 -2.90648 0.001
C -1.62910 3.03170 -3.06462 0.000
H -0.71721 4.38564 -4.45329 0.000
H -0.16464 4.66434 -2.75041 0.000
C -2.82186 3.14354 -3.96805 0.000
H -2.49762 3.09369 -5.01029 0.000
H -3.28370 4.11604 -3.79724 0.000
H -3.54296 2.34995 -3.76920 0.000
C -2.01144 3.22719 -1.62535 0.001
H -1.15964 3.26638 -0.95754 0.000
H -2.67696 2.45705 -1.25405 0.001
H -2.51912 4.18939 -1.51225 0.000
Mn 0.28059 -0.12690 1.04916 4.208
C 0.79269 1.60702 2.19179 0.061
C 1.93571 0.75981 2.18837 0.071
C 2.31220 0.53169 0.82619 0.060
H 2.50957 0.46691 3.06453 0.006
C 1.42963 1.28513 -0.03017 0.060
C 0.49591 1.96095 0.82486 0.075
H -0.22004 2.70955 0.50167 0.006
H 0.25877 1.97373 3.06605 0.004
H 3.18509 0.00186 0.46969 0.007
H 1.49246 1.37229 -1.11382 0.008
C -1.26787 -0.59883 2.59875 0.083
C -1.58485 0.58464 1.86714 0.086
C -1.66325 0.25322 0.46209 0.049
H -1.83185 1.55126 2.30168 0.006
C -1.40654 -1.16259 0.34588 0.049
C -1.13447 -1.67008 1.66995 0.070
H -1.00387 -2.72354 1.90279 0.005
H -1.29284 -0.68769 3.68613 0.007
H -1.95173 0.90693 -0.35178 0.005
H -1.44091 -1.73201 -0.57497 0.008
O 0.21597 -0.84104 -2.52500 0.005
C -0.36868 -0.75819 -3.87501 0.000
C 0.32174 -1.69988 -4.84838 0.000
H -0.24576 0.23430 -4.30520 0.000
H -1.45349 -0.94436 -3.81852 0.000
C 1.14024 -2.63970 -3.94710 0.000
H 0.99682 -1.13884 -5.51234 0.000
H -0.40490 -2.23140 -5.47275 0.000
C 1.00817 -2.05904 -2.51986 0.002
H 2.18721 -2.66400 -4.27580 0.000
H 0.73350 -3.66111 -3.98797 0.000
H 1.98944 -1.82862 -2.07571 0.001
H 0.48651 -2.78435 -1.86984 0.000
Cl -0.40250 -2.89382 8.41120 0.000
C 0.30230 -2.72131 6.85349 0.000
C 0.68057 -3.86166 6.12478 0.000
C 1.24932 -3.69978 4.85386 0.000
C 1.49711 -2.42827 4.34151 0.000
C 1.11946 -1.29482 5.07090 0.000
C 0.54020 -1.43041 6.34360 0.000
C 2.19954 -2.30661 2.98129 0.006
O 3.42483 -2.14276 3.09755 0.007
O 1.45539 -2.35243 1.94521 0.041
H 0.51377 -4.84870 6.55427 0.000
H 1.50331 -4.57393 4.25480 0.000
H 1.27537 -0.29338 4.65738 0.000
H 0.26334 -0.55576 6.93889 0.000
```

---

Molecular formula: C21H18Cl6O12
Method: DFT, wB97M-V/def2-TZVPD

HOMO ... -9.818 eV
LUMO level ... -2.009 eV
Total energy ... -4474.925805 Ha
Frontier orbital gap ... 7.809 eV

Structure (XYZ):
```
57
Properties=species:S:1:pos:R:3:mulliken_charge:R:1
C 2.44849 -2.64079 -9.94390 -0.846
C 1.48981 -2.47124 -9.00171 0.426
C 0.11601 -3.01103 -9.07381 0.857
O -0.80678 -2.79476 -8.25989 -0.616
C -0.07695 -3.88581 -10.26149 -0.945
C 0.83205 -3.96473 -11.24457 0.525
C 2.24034 -3.43057 -11.10487 0.745
O 3.18668 -3.67874 -11.87754 -0.608
O 0.63239 -4.52165 -12.42492 -0.500
O 1.69323 -1.69522 -7.86537 -0.538
H 3.43409 -2.22717 -9.78928 0.416
H -1.05887 -4.31374 -10.39965 0.402
H 1.35391 -4.25293 -12.99832 0.331
H 0.84339 -1.73998 -7.42111 0.350
C 5.67880 -0.42564 5.96687 -0.793
C 5.60788 -1.13082 4.80460 0.428
C 4.57805 -1.00403 3.69401 0.719
O 4.49947 -1.60263 2.63685 -0.586
C 3.48732 -0.13802 4.11116 -0.902
C 3.56700 0.50103 5.28558 0.511
C 4.58922 0.44536 6.32847 0.727
O 4.56378 0.97433 7.46246 -0.618
O 2.52196 1.32915 5.60305 -0.508
O 6.51344 -2.04536 4.53003 -0.502
H 6.49312 -0.62466 6.64781 0.430
H 2.67546 0.06802 3.42938 0.427
H 2.76063 1.82818 6.38766 0.334
H 6.49815 -2.08522 3.57097 0.333
C -5.65127 2.65954 4.64421 -0.875
C -6.72669 1.91566 4.98581 0.491
C -6.73264 0.47949 5.38872 0.606
O -7.79636 -0.13391 5.63038 -0.631
C -5.37654 -0.07484 5.36564 -0.707
C -4.25656 0.61751 5.02324 0.467
C -4.33831 2.03199 4.57038 0.737
O -3.43816 2.69224 4.08455 -0.586
O -2.99518 0.13409 5.30085 -0.495
O -8.01742 2.43553 4.82425 -0.539
H -5.69146 3.69609 4.34361 0.430
H -5.20257 -1.02839 5.84196 0.438
H -2.32942 0.77035 5.02966 0.321
H -8.65904 1.72265 4.78278 0.342
C -5.35535 -2.07145 -0.62356 -0.236
Cl -6.45389 -1.90098 0.68699 -0.127
Cl -5.03133 -0.51544 -1.37865 -0.151
H -4.38275 -2.28911 -0.18221 0.208
H -5.55099 -2.85048 -1.36040 0.308
C -0.73938 2.41839 -0.88504 -0.203
Cl -0.39229 1.53499 -2.39772 -0.138
Cl -1.49267 4.01686 -1.16568 -0.151
H -1.29621 1.84309 -0.14540 0.264
H 0.18532 2.63552 -0.35035 0.227
C 5.56627 5.49096 1.76769 -0.252
Cl 3.86106 4.97851 2.13953 -0.140
Cl 5.93261 7.23471 2.08581 -0.145
H 6.15601 4.87937 2.45052 0.249
H 5.84318 5.21560 0.75005 0.288
```